1.
Computed, not measured: a structure of composition C5H5NO at a distorted geometry, with the ωB97M-V functional and the def2-TZVPD basis.

Summary:
maximum force	0.03220	hartree/bohr
Kohn-Sham gap	10.88	eV
energy above the lowest of the compared OMol25 structures with the same formula, charge and spin	67.66	kcal per mole
E_tot	-8800.4849	eV

Structure (XYZ):
```
12
Properties=species:S:1:pos:R:3:nbo_charge:R:1
N 3.090 0.828 0.294 -0.269
C 1.983 0.564 0.101 0.231
C 0.891 -0.407 0.219 0.004
O 0.094 -0.181 1.384 -0.485
C -1.081 -0.313 0.584 0.099
C -1.137 0.776 -0.430 -0.438
C -0.301 -0.445 -0.695 -0.278
H 1.424 -1.360 0.288 0.227
H -1.896 -0.888 1.004 0.212
H -2.050 0.827 -1.014 0.232
H -0.644 1.725 -0.223 0.228
H -0.391 -1.104 -1.546 0.235
```

2.
Computed, not measured: a structure of composition C5H5NO at a distorted geometry, with the ωB97M-V functional and the def2-TZVPD basis.

Summary:
maximum force	0.02999	hartree/bohr
Kohn-Sham gap	10.80	eV
energy above the lowest of the compared OMol25 structures with the same formula, charge and spin	77.28	kcal per mole
E_tot	-8800.0679	eV

Structure (XYZ):
```
12
Properties=species:S:1:pos:R:3:nbo_charge:R:1
N 3.298 0.203 0.257 -0.262
C 2.169 0.453 0.264 0.226
C 0.888 -0.271 0.277 0.012
O 0.031 -0.090 1.393 -0.487
C -1.078 -0.329 0.521 0.093
C -1.258 0.825 -0.387 -0.434
C -0.226 -0.215 -0.727 -0.271
H 1.292 -1.285 0.279 0.216
H -1.792 -1.082 0.829 0.212
H -2.137 0.773 -1.023 0.232
H -0.976 1.817 -0.046 0.230
H -0.210 -0.799 -1.639 0.234
```

3.
Computed, not measured: the molecule C5H5NO, with the ωB97M-V functional and the def2-TZVPD basis.

Summary:
maximum force	0.01306	hartree/bohr
SMILES string	C#CC(=O)[C@H]1CN1
Kohn-Sham gap	9.99	eV
energy above the lowest of the compared OMol25 structures with the same formula, charge and spin	81.41	kcal per mole
E_tot	-8799.8887	eV

Structure (XYZ):
```
12
Properties=species:S:1:pos:R:3:nbo_charge:R:1
O 0.442 0.898 2.208 -0.476
C 0.553 0.530 1.063 0.505
C 1.697 -0.181 0.486 -0.118
C 2.354 -0.814 -0.302 -0.156
C -0.423 0.729 -0.074 -0.180
C -1.141 -0.434 -0.632 -0.241
N -1.867 0.698 -0.044 -0.561
H 2.944 -1.379 -0.987 0.242
H -0.008 1.432 -0.795 0.223
H -1.137 -1.373 -0.079 0.198
H -1.186 -0.545 -1.713 0.201
H -2.228 0.439 0.869 0.362
```

4.
Computed, not measured: a cluster of 4 separate species, C5H5NO2 in total at a distorted geometry, with the ωB97M-V functional and the def2-TZVPD basis.

Summary:
maximum force	0.13820	hartree/bohr
Kohn-Sham gap	7.90	eV
energy above the lowest of the compared OMol25 structures with the same formula, charge and spin	250.92	kcal per mole
E_tot	-10840.4342	eV

Structure (XYZ):
```
13
Properties=species:S:1:pos:R:3:nbo_charge:R:1
C -1.658 0.909 -0.051 -0.111
C -0.122 0.430 -0.346 0.242
C 2.012 0.297 -0.163 0.082
C 1.767 -1.009 0.302 -0.393
C 0.297 -0.922 0.379 0.442
H -1.679 -1.251 -1.415 0.456
H -2.029 0.362 1.365 0.198
H -1.974 2.372 0.112 0.255
H 2.815 1.044 -0.279 0.230
H 2.471 -1.590 1.026 0.267
N 0.910 1.014 -0.598 -0.467
O -2.312 0.178 -1.218 -0.694
O -0.498 -1.836 0.886 -0.507
```

5.
Computed, not measured: a structure of composition C5H5NO2 at a distorted geometry, with the ωB97M-V functional and the def2-TZVPD basis.

Summary:
maximum force	0.27442	hartree/bohr
Kohn-Sham gap	9.12	eV
energy above the lowest of the compared OMol25 structures with the same formula, charge and spin	155.30	kcal per mole
E_tot	-10844.5807	eV

Structure (XYZ):
```
13
Properties=species:S:1:pos:R:3:nbo_charge:R:1
C -1.655 -0.207 -0.402 -0.597
C -0.094 0.054 -0.089 -0.470
C 0.368 1.219 0.519 0.470
C 0.627 -1.086 0.513 0.498
C 1.919 -0.918 -0.222 0.135
H -2.181 0.734 -0.477 0.232
H -2.495 -0.754 0.541 0.244
H -1.650 -0.923 -1.331 0.240
H 0.507 0.149 -0.988 0.296
H 0.072 2.193 -0.290 0.085
N 2.920 -0.113 -0.711 -0.235
O 1.129 1.461 1.442 -0.480
O 0.532 -1.811 1.495 -0.419
```

6.
Computed, not measured: the molecule C5H5NO2 at a distorted geometry, with the ωB97M-V functional and the def2-TZVPD basis.

Summary:
maximum force	0.06692	hartree/bohr
SMILES string	[H]/N=C(/C=C=O)C(C)=O
Kohn-Sham gap	9.13	eV
energy above the lowest of the compared OMol25 structures with the same formula, charge and spin	47.75	kcal per mole
E_tot	-10849.2445	eV

Structure (XYZ):
```
13
Properties=species:S:1:pos:R:3:nbo_charge:R:1
C 1.133 0.038 1.512 -0.724
C -0.433 1.111 -1.861 0.774
C 0.654 0.128 0.099 0.562
C -1.199 0.096 -1.449 -0.589
N -1.357 -1.423 0.405 -0.645
C -0.741 -0.569 -0.286 0.201
O -0.089 1.971 -2.569 -0.437
O 1.352 0.545 -0.799 -0.504
H -0.878 -1.823 1.204 0.345
H -2.176 -0.076 -1.867 0.283
H 1.087 -0.997 1.853 0.240
H 2.166 0.368 1.600 0.244
H 0.483 0.630 2.158 0.249
```

7.
Computed, not measured: the molecule C5H5NO3 at a distorted geometry, with the ωB97M-V functional and the def2-TZVPD basis.

Summary:
maximum force	0.05952	hartree/bohr
SMILES string	O=C=CNC(O)=C=CO
Kohn-Sham gap	8.53	eV
energy above the lowest of the compared OMol25 structures with the same formula, charge and spin	80.05	kcal per mole
E_tot	-12894.4181	eV

Structure (XYZ):
```
14
Properties=species:S:1:pos:R:3:nbo_charge:R:1
C 1.551 0.038 -0.333 -0.369
C -0.925 0.036 0.430 -0.353
C 2.771 0.418 -0.063 0.688
C -0.400 -1.123 0.103 0.474
C -1.446 1.253 0.614 0.142
N 0.937 -1.234 -0.102 -0.591
O -2.017 2.074 -0.427 -0.748
O 3.901 0.660 -0.006 -0.441
O -1.039 -2.315 0.093 -0.670
H 1.012 0.906 -0.617 0.259
H -1.432 1.750 1.607 0.200
H 1.240 -2.086 -0.475 0.407
H -2.213 1.755 -1.364 0.500
H -1.940 -2.132 0.543 0.504
```

8.
Computed, not measured: the molecule C5H5NO3 at a distorted geometry, with the ωB97M-V functional and the def2-TZVPD basis.

Summary:
maximum force	0.09218	hartree/bohr
SMILES string	C=Cc1oc(=O)[nH]c1O
Kohn-Sham gap	8.53	eV
energy above the lowest of the compared OMol25 structures with the same formula, charge and spin	35.25	kcal per mole
E_tot	-12896.3609	eV

Structure (XYZ):
```
14
Properties=species:S:1:pos:R:3:nbo_charge:R:1
C -0.465 0.913 -0.121 0.408
C -2.284 -0.326 -0.069 0.846
C -0.020 -0.338 -0.204 0.096
C 1.204 -1.061 0.140 -0.216
C 2.432 -0.745 -0.243 -0.398
H 1.016 1.925 0.700 0.500
H -2.410 1.763 0.128 0.440
H 0.823 -1.905 0.953 0.233
H 2.511 0.108 -0.817 0.197
H 3.345 -1.416 -0.065 0.223
N -1.827 0.942 -0.160 -0.609
O 0.185 2.119 -0.027 -0.666
O -3.366 -0.918 -0.068 -0.607
O -1.146 -1.060 -0.147 -0.447
```